1.
Density functional theory data (wB97M-V/def2-TZVPD) for a cluster of 7 separate species, C27H45N7O9 in total.

Properties
molar mass: 611.7 g/mol
net charge: 0
SMILES: O=[N+]([O-])c1ccccc1.O=[N+]([O-])c1ccccc1.CN(C)C=O.CN(C)C=O.CN(C)C=O.CN(C)C=O.CN(C)C=O
spin multiplicity: 1
HOMO-LUMO gap: 7.68 eV
HOMO level: -8.81 eV

Each line ends with the Mulliken charge.
Geometry (Å):
1 O -3.965 -1.078 -1.462  -0.58
2 O -4.167 0.582 6.074  -0.54
3 O -5.882 2.145 -7.487  -0.63
4 O -2.621 -0.850 6.223  -0.50
5 O 2.717 -3.893 0.705  -0.57
6 O 3.459 2.225 0.813  -0.59
7 O 4.882 0.921 -3.484  -0.63
8 O -3.838 1.063 -1.018  -0.54
9 O -1.451 3.563 0.718  -0.60
10 N -3.615 -0.486 5.620  0.80
11 N 5.523 -0.526 -1.954  0.12
12 N 3.834 -5.176 -0.818  0.12
13 N -3.255 -0.112 -1.199  1.01
14 N -1.701 3.108 2.907  0.19
15 N -5.146 0.988 -5.801  0.16
16 N 3.039 3.773 2.427  0.18
17 C -1.818 -0.356 -1.003  0.14
18 C 0.693 0.478 -0.714  -0.27
19 C 5.902 -0.838 -0.566  -1.00
20 C -0.749 0.760 -1.082  -0.91
21 C -5.266 0.423 -4.446  -0.87
22 C -3.922 -0.908 4.263  0.36
23 C 1.192 -0.839 -0.648  -0.19
24 C -1.289 -1.819 -0.730  -0.50
25 C -4.608 -0.009 3.215  -0.43
26 C 3.649 2.685 2.013  0.15
27 C 3.605 -4.759 0.468  -0.14
28 C 5.103 -6.049 -1.020  -0.98
29 C -3.868 -2.438 3.909  -0.57
30 C -6.130 1.398 -6.542  0.27
31 C 0.129 -1.983 -0.679  -0.40
32 C -0.715 2.126 3.019  -0.87
33 C -5.079 -0.615 1.815  -0.72
34 C -4.867 -2.014 1.610  -0.16
35 C 3.411 4.335 3.680  -1.21
36 C 3.185 -4.808 -1.970  -0.60
37 C -4.373 -2.930 2.506  -0.92
38 C 5.746 -1.659 -2.873  -0.92
39 C 1.862 4.492 1.618  -0.92
40 C 5.235 0.678 -2.354  0.37
41 C -2.327 3.543 4.059  -1.07
42 C -2.124 3.736 1.792  0.04
43 C -3.790 1.180 -6.183  -0.91
44 H 3.740 -4.865 -2.948  0.36
45 H 6.860 -1.711 -3.125  0.28
46 H -0.479 1.918 1.763  0.02
47 H -3.422 -2.785 4.758  0.51
48 H 2.897 3.925 4.474  0.41
49 H 5.262 1.433 -1.421  0.11
50 H -3.122 1.396 -5.357  0.31
51 H 1.113 4.851 2.178  0.51
52 H -1.513 3.507 4.680  0.39
53 H 0.005 2.445 3.716  0.26
54 H 4.240 4.010 4.108  0.49
55 H -3.726 1.907 -6.935  0.37
56 H -3.187 0.291 -6.635  0.25
57 H 2.913 -3.666 -1.735  0.01
58 H 6.556 -0.198 -0.166  0.52
59 H -6.208 0.252 -4.165  0.37
60 H -5.043 1.383 -3.710  0.29
61 H 2.485 5.295 0.937  0.31
62 H 5.503 -2.559 -2.395  0.25
63 H -2.877 4.469 1.998  0.42
64 H -1.304 1.350 3.294  0.61
65 H 3.210 5.411 3.642  0.36
66 H 0.610 -3.022 -0.449  0.23
67 H -2.525 4.543 3.797  0.52
68 H 5.223 -6.231 -2.070  0.35
69 H 6.620 -1.839 -0.339  0.22
70 H -5.444 -0.007 1.096  0.67
71 H -4.457 -0.419 -4.202  0.19
72 H 4.256 -4.942 1.208  0.52
73 H 5.938 -5.658 -0.562  0.38
74 H -3.208 3.017 4.579  0.10
75 H -4.939 -2.383 0.579  0.33
76 H 4.507 2.373 2.747  0.18
77 H -4.741 0.944 3.447  0.60
78 H 1.391 3.681 1.119  0.16
79 H -7.159 1.159 -6.082  0.20
80 H -4.122 -3.853 2.393  0.54
81 H -1.176 1.662 -1.134  0.66
82 H 4.952 -0.885 -0.041  0.30
83 H 4.957 -1.460 -3.542  0.39
84 H 5.084 -7.112 -0.580  0.30
85 H 1.328 1.337 -0.798  0.45
86 H 2.137 -5.539 -2.040  0.25
87 H 2.318 -0.968 -0.705  0.25
88 H -2.052 -2.515 -0.798  0.64

***

2.
Density functional theory data (wB97M-V/def2-TZVPD) for a cluster of 2 separate species, C5H8ClN in total.

Properties
molar mass: 117.6 g/mol
net charge: 0
SMILES: C=C(Cl)CC.C#N
spin multiplicity: 1
HOMO-LUMO gap: 10.25 eV
HOMO level: -9.45 eV

Each line ends with the Mulliken charge.
Geometry (Å):
1 Cl 1.442 -0.274 -2.088  -0.20
2 N 3.190 0.715 1.038  -0.36
3 C -0.299 -0.620 1.248  -0.99
4 C 0.100 0.154 -1.110  0.58
5 C -0.463 -0.925 -0.208  -0.78
6 C 3.147 -0.322 0.579  0.06
7 C -0.360 1.391 -1.062  -0.72
8 H -1.120 1.517 -0.248  0.16
9 H 0.706 -0.305 1.479  0.24
10 H -0.043 -1.800 -0.445  0.49
11 H 2.915 -1.389 0.486  0.31
12 H -1.581 -0.943 -0.233  0.26
13 H -0.991 0.215 1.437  0.30
14 H -0.135 2.219 -1.698  0.33
15 H -0.740 -1.408 1.847  0.34

***

F_max per entry: 10.1; 3.9 eV/Å